Record 1
Entry from the OMol25 dataset: 7 unconnected molecules or ions with the total composition C43H104BN7O4 in a non-equilibrium geometry (ωB97M-V with the def2-TZVPD basis set).

* energy: -2409.641104 Ha
* lowest unoccupied orbital energy: 0.30 eV
* SMILES string: C#CCCOCCO[C@H](N)B(O)O.CCN(CC)CC.CCN(CC)CC.CCN(CC)CC.CCN(CC)CC.CCN(CC)CC.CCN(CC)CC
* M: 794.16 g mol⁻¹

CARTESIAN COORDINATES (ANGSTROEM)
C: -6.1409 2.0368 -0.9038
C: -4.8341 2.1435 -1.1148
C: -3.2802 2.5187 -0.9143
C: -2.9883 4.1219 -0.9007
O: -2.9262 4.6999 0.4264
C: -4.2389 4.8616 1.0233
C: -4.0579 5.1401 2.6333
O: -2.9184 4.4527 3.2091
C: -3.0295 3.0092 3.1029
N: -4.3811 2.4497 3.4387
B: -1.8171 2.3424 4.0202
O: -1.1873 1.1379 3.4677
O: -1.3717 2.9395 5.2827
H: -7.2908 1.9578 -0.8410
H: -2.7245 2.1122 -1.8563
H: -2.7838 1.9739 -0.0165
H: -3.6781 4.7109 -1.6380
H: -1.9169 4.2394 -1.3515
H: -4.9278 3.9439 0.9457
H: -4.8308 5.7590 0.5675
H: -5.0618 4.9421 3.1690
H: -3.8904 6.2934 2.7111
H: -2.7927 2.6724 2.0121
H: -4.4174 2.1423 4.4371
H: -4.4412 1.5528 2.9041
H: -1.7091 0.8494 2.6689
H: -0.4391 3.2399 5.1230
C: 0.2569 -2.1157 -1.8583
C: -0.1374 -2.8844 -0.6027
N: -0.7174 -2.0556 0.4523
C: -0.8658 -2.7658 1.7233
C: -1.8357 -3.9453 1.7682
C: -1.8634 -1.2347 0.0667
C: -3.0939 -1.9539 -0.4795
H: 0.9748 -1.3230 -1.6295
H: 0.7255 -2.7963 -2.5749
H: -0.6091 -1.6715 -2.3564
H: 0.7781 -3.3501 -0.2162
H: -0.8061 -3.7031 -0.8889
H: -1.1459 -2.0506 2.5061
H: 0.1242 -3.1322 2.0235
H: -2.8746 -3.6128 1.8069
H: -1.6601 -4.5311 2.6759
H: -1.7155 -4.6215 0.9186
H: -1.5305 -0.5098 -0.6844
H: -2.1666 -0.6126 0.9183
H: -2.8389 -2.7578 -1.1741
H: -3.7250 -1.2419 -1.0239
H: -3.7073 -2.3677 0.3213
C: 2.2888 1.0368 4.6619
C: 2.2158 1.2280 6.1725
N: 3.4023 0.7734 6.8952
C: 3.2144 0.7470 8.3461
C: 2.9822 2.0797 9.0561
C: 4.6788 1.3286 6.4478
C: 4.8433 2.8454 6.4958
H: 2.4503 -0.0130 4.4017
H: 1.3473 1.3549 4.2048
H: 3.0839 1.6362 4.2105
H: 1.3516 0.6496 6.5231
H: 1.9922 2.2799 6.3817
H: 4.0709 0.2453 8.8120
H: 2.3585 0.0955 8.5644
H: 3.9086 2.6468 9.1637
H: 2.6074 1.8965 10.0680
H: 2.2454 2.7051 8.5466
H: 4.8558 0.9987 5.4184
H: 5.4939 0.8662 7.0171
H: 3.9541 3.3776 6.1492
H: 5.6749 3.1461 5.8483
H: 5.0867 3.1928 7.5004
C: 5.9276 1.3323 -3.5792
C: 4.9679 1.5193 -2.4095
N: 4.6056 0.2803 -1.7239
C: 3.5113 0.4529 -0.7682
C: 3.7628 1.3474 0.4445
C: 5.7185 -0.5388 -1.2463
C: 6.6865 0.0986 -0.2530
H: 5.5135 0.6509 -4.3275
H: 6.1075 2.2957 -4.0651
H: 6.8988 0.9494 -3.2557
H: 4.0548 1.9707 -2.8184
H: 5.3964 2.2539 -1.7195
H: 3.1805 -0.5315 -0.4157
H: 2.6477 0.8577 -1.3117
H: 4.3718 0.8444 1.1980
H: 2.8100 1.5927 0.9242
H: 4.2436 2.2917 0.1784
H: 6.2944 -0.8779 -2.1143
H: 5.3256 -1.4654 -0.8118
H: 6.9413 1.1287 -0.5137
H: 7.6219 -0.4723 -0.2328
H: 6.2890 0.0851 0.7623
C: 9.9014 -4.2401 1.3868
C: 8.5043 -3.9133 0.8718
N: 7.8440 -5.0184 0.1792
C: 6.6168 -4.6130 -0.5065
C: 5.4528 -4.1226 0.3528
C: 7.7516 -6.2764 0.9188
C: 7.0129 -6.2563 2.2544
H: 10.5596 -4.5595 0.5740
H: 10.3418 -3.3501 1.8457
H: 9.8845 -5.0208 2.1515
H: 8.6136 -3.0776 0.1687
H: 7.9019 -3.5408 1.7072
H: 6.2650 -5.4390 -1.1360
H: 6.8728 -3.8141 -1.2144
H: 4.9339 -4.9499 0.8402
H: 4.7152 -3.6194 -0.2805
H: 5.7659 -3.4063 1.1164
H: 8.7670 -6.6469 1.0960
H: 7.2998 -7.0414 0.2762
H: 7.2525 -5.3761 2.8561
H: 7.2922 -7.1377 2.8427
H: 5.9320 -6.3001 2.1178
C: -0.4846 -4.3149 -4.9564
C: 0.0066 -3.2070 -5.8809
N: 1.3443 -3.4276 -6.4273
C: 1.8843 -2.2529 -7.1124
C: 1.1707 -1.7784 -8.3772
C: 1.5531 -4.6977 -7.1211
C: 0.6674 -4.9955 -8.3281
H: 0.1962 -4.4589 -4.1128
H: -1.4668 -4.0501 -4.5540
H: -0.5986 -5.2669 -5.4811
H: 0.0205 -2.2832 -5.2882
H: -0.7351 -3.0577 -6.6727
H: 2.9406 -2.4271 -7.3494
H: 1.8937 -1.4195 -6.3982
H: 1.4029 -2.4131 -9.2342
H: 1.5089 -0.7695 -8.6334
H: 0.0856 -1.7350 -8.2570
H: 1.4278 -5.5101 -6.3972
H: 2.6036 -4.7750 -7.4255
H: -0.3767 -4.7179 -8.1642
H: 0.6878 -6.0699 -8.5434
H: 1.0250 -4.4892 -9.2251
C: -8.8386 5.2830 -1.0120
C: -10.2332 5.6051 -1.5366
N: -10.8874 4.4958 -2.2285
C: -12.1115 4.8959 -2.9232
C: -13.2818 5.3878 -2.0731
C: -10.9818 3.2410 -1.4841
C: -11.7284 3.2654 -0.1529
H: -8.1749 4.9613 -1.8195
H: -8.4023 6.1754 -0.5541
H: -8.8588 4.5053 -0.2441
H: -10.1212 6.4381 -2.2423
H: -10.8412 5.9800 -0.7065
H: -12.4578 4.0664 -3.5511
H: -11.8528 5.6921 -3.6329
H: -13.8018 4.5616 -1.5851
H: -14.0165 5.8867 -2.7128
H: -12.9747 6.1079 -1.3110
H: -9.9666 2.8732 -1.2993
H: -11.4284 2.4725 -2.1261
H: -11.4940 4.1485 0.4463
H: -11.4509 2.3870 0.4408
H: -12.8083 3.2189 -0.2957

***

Record 2
Entry from the OMol25 dataset: a molecular structure, C43H106CuN7O17 in a non-equilibrium geometry (ωB97M-V with the def2-TZVPD basis set).

* energy: -5004.074048 Ha
* lowest unoccupied orbital energy (spin up / spin down): -2.39 / -7.31 eV
* charge: +1
* M: 1056.90 g mol⁻¹
* 2S+1: 2
* ⟨S²⟩: 0.755

CARTESIAN COORDINATES (ANGSTROEM)
Cu: 1.3335 -0.4302 3.0373
O: -0.5534 -0.8853 -0.6315
C: 0.0323 -0.7351 0.5070
O: -0.1840 0.2200 1.2683
O: 0.7164 -1.6651 0.9196
H: -0.4263 -1.8286 -0.7565
C: -1.3846 5.5614 4.2437
O: -0.1951 4.8738 4.3527
C: 0.2859 4.3537 3.0966
C: 1.3072 3.2641 3.2510
N: 0.7272 1.9093 3.4578
C: -0.1724 1.8214 4.6277
C: 0.2710 0.5594 5.4081
O: -0.0526 -0.6300 4.7426
C: -1.4366 -0.8759 4.6197
H: -1.5293 6.3299 5.0031
H: -2.1625 4.8102 4.3805
H: -1.4245 6.0336 3.2621
H: 0.7642 5.1053 2.4687
H: -0.5823 3.9454 2.5793
H: 1.9082 3.5544 4.1128
H: 1.9722 3.2067 2.3893
H: 0.2666 1.6297 2.6035
H: -1.1864 1.8089 4.2279
H: -0.1685 2.6777 5.3020
H: -0.1647 0.4440 6.4005
H: 1.3495 0.4915 5.5510
H: -1.9546 -0.5728 5.5296
H: -1.6772 -1.9207 4.4230
H: -1.8269 -0.3116 3.7727
C: 5.7376 -6.0605 -1.4002
O: 5.8525 -4.9352 -0.5570
C: 5.3456 -5.0101 0.7781
C: 5.2060 -3.5975 1.4227
N: 4.1479 -2.6604 0.9927
C: 4.5753 -2.2485 -0.3616
C: 3.9760 -0.9625 -0.9555
O: 4.4012 -0.6057 -2.2615
C: 4.1330 -1.5112 -3.3139
H: 4.7319 -6.4784 -1.4443
H: 6.3667 -6.8838 -1.0616
H: 5.9524 -5.6977 -2.4053
H: 5.9425 -5.7048 1.3691
H: 4.3286 -5.4021 0.7841
H: 6.1535 -3.0591 1.4455
H: 5.0493 -3.8385 2.4741
H: 3.3457 -3.2370 0.7828
H: 4.4360 -3.0876 -1.0431
H: 5.6558 -2.1049 -0.3593
H: 4.3213 -0.1565 -0.3080
H: 2.8995 -0.8703 -0.8111
H: 4.5320 -2.5123 -3.1507
H: 4.6157 -1.1494 -4.2218
H: 3.0637 -1.7036 -3.4016
C: -2.0229 -3.7015 -1.9295
O: -0.6670 -3.4373 -1.6091
C: 0.1412 -4.5659 -1.9023
C: 1.6306 -4.4594 -1.3730
N: 1.8360 -4.1361 0.0394
C: 1.2594 -5.1524 0.8813
C: 1.5411 -4.8630 2.4241
O: 1.1060 -6.0645 2.9793
C: 0.9581 -6.0483 4.4242
H: -2.6115 -2.8247 -1.6597
H: -2.2729 -4.4613 -1.1890
H: -2.2189 -3.8886 -2.9853
H: 0.2317 -4.6245 -2.9869
H: -0.3584 -5.5061 -1.6684
H: 2.1083 -3.6429 -1.9145
H: 2.3102 -5.2753 -1.6190
H: 1.3937 -3.2444 0.2106
H: 1.7106 -6.1014 0.5914
H: 0.1740 -5.1016 0.7954
H: 0.9410 -4.0094 2.7395
H: 2.6121 -4.7326 2.5789
H: 0.9005 -7.0112 4.9318
H: 0.1874 -5.3655 4.7819
H: 1.8605 -5.6282 4.8684
C: 1.0828 1.8817 -1.3775
O: 1.5414 2.7211 -2.3904
C: 0.7744 3.9192 -2.4265
C: 1.2768 4.8259 -3.6013
N: 2.4754 5.5843 -3.2141
C: 3.6285 4.7671 -2.9513
C: 4.8657 5.6561 -3.1280
O: 5.4961 5.5740 -4.4225
C: 4.8498 6.0743 -5.5829
H: 0.2096 1.3079 -1.6879
H: 0.9131 2.4214 -0.4459
H: 1.7978 1.0890 -1.1569
H: 0.7875 4.5049 -1.5074
H: -0.2131 3.5252 -2.6668
H: 0.4995 5.5209 -3.9191
H: 1.5131 4.1212 -4.3985
H: 2.0707 5.9597 -2.3684
H: 3.5648 3.9507 -3.6708
H: 3.6144 4.3223 -1.9563
H: 5.6189 5.1909 -2.4921
H: 4.7580 6.6869 -2.7904
H: 4.4363 7.0775 -5.4797
H: 4.0196 5.3767 -5.6940
H: 5.4767 6.0026 -6.4717
C: -2.3243 -3.1023 1.8476
O: -3.1948 -3.3765 2.9711
C: -4.4334 -2.7794 2.7563
C: -5.3324 -3.0166 3.9618
N: -4.8542 -2.2563 5.0865
C: -5.3434 -2.7004 6.3766
C: -4.8570 -1.7465 7.4688
O: -3.4427 -1.3967 7.4077
C: -2.8486 -1.1757 8.7850
H: -2.8722 -3.4301 0.9641
H: -1.3851 -3.6359 1.9933
H: -2.1748 -2.0241 1.7913
H: -4.9620 -3.0714 1.8489
H: -4.3115 -1.7101 2.5837
H: -5.3489 -4.0933 4.1305
H: -6.3291 -2.6653 3.6951
H: -3.8526 -2.1348 5.1328
H: -4.8625 -3.6426 6.6395
H: -6.4315 -2.7596 6.4033
H: -5.1609 -2.3127 8.3492
H: -5.4137 -0.8204 7.3256
H: -1.8258 -0.8310 8.6322
H: -2.7554 -2.1768 9.2059
H: -3.3406 -0.4939 9.4788
C: -1.0344 -1.3288 -3.9736
O: -1.2953 -0.2724 -4.9119
C: -0.5562 0.9261 -4.5623
C: -0.9084 2.1216 -5.4974
N: -0.2645 2.0319 -6.7849
C: -0.7254 2.9525 -7.7924
C: -0.5691 4.4471 -7.3975
O: 0.3920 5.0764 -8.3135
C: 1.7302 4.7654 -7.9455
H: -1.5630 -1.2196 -3.0267
H: 0.0087 -1.4513 -3.6820
H: -1.3812 -2.2837 -4.3686
H: 0.5088 0.7806 -4.3817
H: -0.7996 1.2409 -3.5475
H: -0.5048 2.9841 -4.9670
H: -1.9844 2.2654 -5.5955
H: -0.0579 1.0789 -7.0480
H: -1.7580 2.6953 -8.0284
H: -0.1239 2.6693 -8.6562
H: -0.2925 4.4942 -6.3443
H: -1.5548 4.8857 -7.5527
H: 2.1158 5.0184 -6.9579
H: 2.4037 5.1936 -8.6879
H: 1.9385 3.7085 -8.1118
C: -1.3407 5.4229 -0.0826
O: -2.3720 4.6375 0.4616
C: -2.0961 3.2225 0.3021
C: -3.0509 2.5839 1.2470
N: -3.1266 1.1355 1.1434
C: -3.7441 0.8171 -0.1323
C: -4.4671 -0.5818 -0.0331
O: -5.0135 -1.0909 -1.3060
C: -6.0580 -2.0487 -1.1229
H: -0.4734 5.3295 0.5709
H: -1.6360 6.4645 -0.2092
H: -1.0568 5.0845 -1.0791
H: -1.0940 2.9667 0.6462
H: -2.0943 2.8590 -0.7256
H: -4.0590 2.9873 1.1514
H: -2.8023 2.9535 2.2419
H: -2.1945 0.7465 1.1469
H: -2.9907 0.8340 -0.9197
H: -4.5673 1.4763 -0.4079
H: -5.3571 -0.4974 0.5905
H: -3.7866 -1.3100 0.4083
H: -6.4031 -2.3603 -2.1088
H: -6.9354 -1.5957 -0.6614
H: -5.7774 -2.9475 -0.5738